Version 1
The following is a quantum chemistry calculation of CH2INS2 as an isolated structure, from the OMol25 dataset.

```
7
Properties=species:S:1:pos:R:3
N 0.254 -1.065 0.911
S 0.216 1.497 -0.421
H -0.449 -0.737 1.489
I 1.895 -0.264 1.792
H -0.465 1.689 -1.511
C -0.248 -0.162 -0.647
S -1.203 -0.958 -1.614
```

Calculated values
* E_LUMO: -0.60 eV
* frontier orbital gap: 8.257 eV


Version 2
The following is a quantum chemistry calculation of one molecule with the formula CH2INS2, from the OMol25 dataset.

```
7
Properties=species:S:1:pos:R:3
S -1.777 -0.834 1.356
H -3.152 -0.061 1.340
I 2.033 1.307 -0.947
S -0.669 1.311 -0.479
C -0.743 0.039 0.452
N 2.212 -0.602 -1.348
H 2.097 -1.159 -0.375
```

Calculated values
* E_LUMO (spin up / spin down): -1.50 / -1.25 eV
* frontier orbital gap (spin up / spin down): 6.917 / 6.601 eV


Version 3
The following is a quantum chemistry calculation of one molecule with the formula CH2INS2, from the OMol25 dataset.

```
7
Properties=species:S:1:pos:R:3
S -0.380 -1.621 0.646
N -1.630 1.626 -0.515
H -1.529 2.319 0.382
S 2.230 -0.407 -0.604
H 3.301 -1.240 0.132
C 0.766 -0.836 -0.076
I -2.758 0.158 0.035
```

Calculated values
* E_LUMO (spin up / spin down): -1.04 / -1.09 eV
* frontier orbital gap (spin up / spin down): 7.550 / 6.472 eV


Last place for stability: version 2


Version 1
The following is a quantum chemistry calculation of one molecule with the formula C4H7BO2, from the OMol25 dataset.

```
14
Properties=species:S:1:pos:R:3
H -2.910 1.067 0.283
C -0.785 -0.891 0.000
C -1.893 1.393 -0.005
C -0.923 0.379 -0.009
H 0.869 -2.235 0.922
B 1.764 0.489 -0.132
H -2.119 2.105 -0.953
O 2.882 1.188 -0.146
H -1.612 -1.568 0.141
C 0.586 -1.640 -0.021
H 0.547 -2.251 -0.814
O 1.758 -0.858 0.031
H 3.638 0.602 -0.056
H -1.801 2.220 0.760
```

Calculated values
* E_LUMO (spin up / spin down): 0.15 / 0.16 eV
* frontier orbital gap (spin up / spin down): 7.802 / 7.798 eV


Version 2
The following is a quantum chemistry calculation of a 2-piece molecular cluster, C4H7BO2 overall, from the OMol25 dataset.

```
14
Properties=species:S:1:pos:R:3
O 1.611 3.517 0.513
H 1.389 -2.086 -0.245
O -1.770 -1.925 -1.436
C 1.007 2.607 0.947
H 0.410 -2.139 1.353
H 0.493 2.506 1.893
H -2.768 -0.259 -0.883
H -0.209 0.429 -1.839
H -1.018 1.082 -0.516
C 1.090 -1.531 0.714
C -0.685 0.206 -0.902
C -1.796 -0.775 -1.048
B 0.328 -0.267 0.207
H 1.917 -1.365 1.241
```

Calculated values
* E_LUMO (spin up / spin down): 0.07 / -0.09 eV
* frontier orbital gap (spin up / spin down): 7.923 / 6.666 eV


Version 3
The following is a quantum chemistry calculation of one molecule with the formula C4H7BO2, from the OMol25 dataset.

```
14
Properties=species:S:1:pos:R:3
H 1.807 -2.261 -0.316
C 1.129 0.380 -0.752
C 0.522 1.421 -1.432
C 0.936 -1.900 0.229
H 1.185 2.120 -2.014
H 0.459 -2.621 0.795
H -0.520 1.621 -1.374
O -1.452 1.263 0.431
C 0.550 -0.598 0.151
O -1.434 -0.703 1.642
H -2.295 -0.352 2.000
B -0.832 0.043 0.664
H -2.161 1.464 0.994
H 2.106 0.122 -1.018
```

Calculated values
* E_LUMO: 0.31 eV
* SMILES: C=CC(=C)B(O)O
* frontier orbital gap: 8.897 eV


Version 4
The following is a quantum chemistry calculation of a 2-piece molecular cluster, C4H7BO2 overall, from the OMol25 dataset.

```
14
Properties=species:S:1:pos:R:3
C 3.684 0.103 0.677
H 4.522 0.042 1.398
H 0.729 -1.300 -0.116
H -2.144 1.178 1.027
B -0.303 0.678 -0.007
O -1.664 -2.090 0.676
C -1.413 -1.422 -0.295
H -1.240 2.620 0.598
C -0.098 -0.747 -0.565
H 0.079 -0.688 -1.643
O 3.642 -0.530 -0.335
H -2.104 1.719 -0.637
C -1.495 1.613 0.265
H -2.194 -1.176 -1.043
```

Calculated values
* E_LUMO (spin up / spin down): 0.11 / -0.20 eV
* frontier orbital gap (spin up / spin down): 8.845 / 6.621 eV


Last place for stability: version 2


Version 1
The following is a quantum chemistry calculation of a 2-piece molecular cluster, CH2N2O3 overall, from the OMol25 dataset.

```
8
Properties=species:S:1:pos:R:3
C -0.209 1.723 0.063
O 0.464 -1.202 -0.369
N 0.616 2.517 0.315
H -0.009 -2.918 -0.721
O -1.420 -2.096 0.323
H -0.343 0.625 0.179
O 1.307 3.443 0.516
N -0.407 -2.091 -0.306
```

Calculated values
* E_LUMO: -0.86 eV
* SMILES: O=[NH+][O-].C#[N+][O-]
* frontier orbital gap: 8.902 eV


Version 2
The following is a quantum chemistry calculation of one molecule with the formula CH2N2O3, from the OMol25 dataset.

```
8
Properties=species:S:1:pos:R:3
O -0.804 1.004 -1.361
O -1.402 -0.307 0.752
H -1.543 0.354 -1.066
N 0.951 -0.681 0.573
C -0.241 -0.057 0.539
N 0.012 0.944 -0.386
O 1.631 -0.165 -0.458
H 1.396 -1.092 1.407
```

Calculated values
* E_LUMO (spin up / spin down): -1.31 / -1.17 eV
* frontier orbital gap (spin up / spin down): 7.815 / 8.420 eV


Version 3
The following is a quantum chemistry calculation of one molecule with the formula CH2N2O3, from the OMol25 dataset.

```
8
Properties=species:S:1:pos:R:3
O 0.479 0.568 0.813
O 1.872 -1.060 -0.108
C -0.629 1.140 0.310
N 0.771 -0.693 -0.048
N -0.349 -0.966 -0.455
O -0.941 1.274 -0.816
H -0.159 -1.823 -0.976
H -1.044 1.560 1.280
```

Calculated values
* E_LUMO: 0.27 eV
* SMILES: [H]/N=[N+](\[O-])OC=O
* frontier orbital gap: 11.030 eV


Version 4
The following is a quantum chemistry calculation of one molecule with the formula CH2N2O3, from the OMol25 dataset.

```
8
Properties=species:S:1:pos:R:3
C -0.789 0.628 0.416
O 1.489 1.296 0.009
O -1.601 1.461 0.169
N 0.615 0.577 0.773
O 0.629 -0.941 0.640
H -1.411 -1.515 0.501
H 1.026 1.197 -0.904
N -0.738 -0.789 0.170
```

Calculated values
* E_LUMO: 0.56 eV
* SMILES: O=c1[nH]on1O
* frontier orbital gap: 10.544 eV


Last place for stability: version 1


Version 1
The following is a quantum chemistry calculation of a 2-piece molecular cluster, C5H12NO2 overall, from the OMol25 dataset.

```
20
Properties=species:S:1:pos:R:3
H 2.800 1.137 2.452
H 1.025 0.808 -0.702
H -0.771 1.340 0.861
H 0.227 -0.796 1.046
O -1.344 -0.605 1.136
C 0.763 -1.152 0.029
H -1.489 -0.677 -1.634
C -1.003 0.156 -1.117
H 1.042 -0.367 -1.908
H 2.517 -1.990 -0.179
C 0.460 -0.078 -1.032
C -1.365 0.504 0.428
C -2.680 0.860 -0.051
N 2.087 -1.145 0.225
H -1.248 0.982 -1.785
O 2.331 1.047 1.621
H 0.337 -2.151 -0.052
H -2.876 1.563 -0.849
H -3.437 0.258 0.448
H 2.625 0.307 1.064
```

Calculated values
* E_LUMO: -7.26 eV
* frontier orbital gap: 6.743 eV
* net charge: +1


Version 2
The following is a quantum chemistry calculation of a 2-piece molecular cluster, C5H12NO2 overall, from the OMol25 dataset.

```
20
Properties=species:S:1:pos:R:3
H -2.538 1.589 -0.121
O 1.556 -2.792 0.162
C -0.365 1.553 -0.729
H 1.697 -3.325 -0.629
C 1.684 1.049 0.547
H 0.134 -1.508 0.343
C -1.602 -0.295 0.303
C 0.651 0.430 -0.371
H -2.213 0.739 -1.533
H 2.373 1.750 0.047
C -1.760 0.957 -0.560
O 1.653 0.810 1.721
H 2.254 -3.080 0.764
H -0.256 1.964 -1.724
H 1.032 -0.013 -1.283
H -0.219 2.404 -0.060
H -2.020 -0.198 1.303
H 0.159 -0.311 1.420
H -2.096 -1.200 -0.049
N -0.122 -0.522 0.448
```

Calculated values
* E_LUMO: -3.09 eV
* frontier orbital gap: 11.740 eV
* net charge: +1


Version 3
The following is a quantum chemistry calculation of a 2-piece molecular cluster, C5H12NO2 overall, from the OMol25 dataset.

```
20
Properties=species:S:1:pos:R:3
H 2.536 1.170 0.169
H 0.266 1.417 -0.771
H -0.759 -1.869 -2.306
H -1.634 -0.606 0.441
C 0.049 0.469 -0.361
O -1.120 -2.602 -1.787
H 2.648 0.857 1.759
C -1.440 0.331 -0.066
H 0.269 -0.178 -1.200
H 0.694 -2.001 1.093
H 0.229 0.252 1.845
C 1.408 -1.257 0.701
H -2.017 -2.327 -1.567
C -2.380 1.203 -0.362
H -3.420 1.090 -0.105
O 2.476 -1.387 0.194
C 0.820 0.159 0.941
H 1.616 2.037 1.286
H -2.228 2.119 -0.928
N 1.986 1.122 1.022
```

Calculated values
* E_LUMO: -3.78 eV
* frontier orbital gap: 10.186 eV
* net charge: +1


Last place for stability: version 1